{
  "formula": "C39H94ClN10O11",
  "method": "ωB97M-V with the def2-TZVPD basis set",
  "elements": ["Cl", "O", "O", "O", "O", "C", "C", "N", "C", "C", "C", "C", "H", "H", "H", "H", "H", "H", "H", "H", "H", "H", "H", "H", "H", "H", "H", "C", "C", "N", "C", "C", "C", "C", "H", "H", "H", "H", "H", "H", "H", "H", "H", "H", "H", "H", "H", "H", "H", "C", "C", "N", "C", "C", "C", "C", "H", "H", "H", "H", "H", "H", "H", "H", "H", "H", "H", "H", "H", "H", "H", "C", "O", "N", "C", "C", "H", "H", "H", "H", "H", "H", "H", "C", "O", "N", "C", "C", "H", "H", "H", "H", "H", "H", "H", "C", "O", "N", "C", "C", "H", "H", "H", "H", "H", "H", "H", "C", "O", "N", "C", "C", "H", "H", "H", "H", "H", "H", "H", "C", "O", "N", "C", "C", "H", "H", "H", "H", "H", "H", "H", "C", "O", "N", "C", "C", "H", "H", "H", "H", "H", "H", "H", "C", "O", "N", "C", "C", "H", "H", "H", "H", "H", "H", "H"],
  "positions_angstrom": [[-6.2874, 13.0950, 0.8489], [-4.8292, 13.1687, 0.7695], [-6.7633, 11.7643, 0.7010], [-6.7515, 13.6461, 2.0855], [-6.8318, 13.8069, -0.2775], [-6.3043, 15.5793, -3.6548], [-6.7576, 14.1779, -4.1773], [-6.1218, 13.7836, -5.4018], [-6.3736, 14.7246, -6.5380], [-5.4202, 14.4046, -7.7227], [-6.3589, 12.3912, -5.7764], [-7.7899, 11.9811, -6.1115], [-6.5249, 15.6576, -2.5904], [-6.8869, 16.4093, -4.0568], [-5.2586, 15.7560, -3.9061], [-6.4465, 13.5544, -3.3383], [-7.8487, 14.1657, -4.1661], [-7.3984, 14.6918, -6.9113], [-6.1970, 15.7542, -6.2275], [-5.4999, 13.4073, -8.1550], [-5.5691, 15.1153, -8.5360], [-4.3788, 14.4925, -7.4120], [-6.0361, 11.7577, -4.9490], [-5.6592, 12.0850, -6.5543], [-7.7874, 10.9319, -6.4083], [-8.1043, 12.5249, -7.0026], [-8.4654, 12.0457, -5.2587], [-2.2978, 9.7226, 6.8488], [-3.1195, 10.9127, 6.3131], [-4.4812, 10.8716, 6.8215], [-4.6315, 11.3262, 8.2094], [-5.9638, 11.0206, 8.8397], [-5.5396, 11.3421, 5.8812], [-5.7050, 12.8599, 5.7240], [-1.9330, 9.9389, 7.8529], [-1.4745, 9.5392, 6.1583], [-2.9105, 8.8214, 6.8661], [-2.6532, 11.8673, 6.5631], [-3.1065, 10.8463, 5.2251], [-4.3941, 12.3909, 8.2571], [-3.8250, 10.8896, 8.7992], [-6.5835, 11.9141, 8.7529], [-5.8948, 10.8834, 9.9187], [-6.4957, 10.2274, 8.3148], [-5.4338, 11.0083, 4.8489], [-6.5410, 10.9892, 6.1306], [-6.0893, 13.0863, 4.7294], [-6.3302, 13.2303, 6.5363], [-4.7084, 13.3026, 5.7416], [-9.0357, 11.2480, 3.7374], [-9.1946, 12.4009, 4.6461], [-10.0712, 12.2549, 5.8533], [-9.7792, 11.0196, 6.6083], [-10.8136, 10.6753, 7.6692], [-10.0558, 13.5141, 6.6471], [-10.3325, 14.8490, 5.7992], [-8.5599, 11.6474, 2.8412], [-9.9322, 10.6748, 3.5016], [-8.3016, 10.5547, 4.1502], [-8.2285, 12.8121, 4.9445], [-9.5794, 13.2547, 4.0881], [-9.6854, 10.1490, 5.9598], [-8.8170, 11.1846, 7.0977], [-10.8005, 11.3530, 8.5228], [-11.8290, 10.7888, 7.2877], [-10.7078, 9.6223, 7.9298], [-9.1132, 13.5974, 7.1913], [-10.8462, 13.4779, 7.3971], [-11.2593, 14.8400, 5.2257], [-9.4945, 15.0968, 5.1482], [-10.4673, 15.6393, 6.5381], [-10.1376, 8.2207, -0.9907], [-10.8428, 9.2067, -1.2253], [-9.2559, 8.1215, 0.0238], [-9.1984, 9.0282, 1.1223], [-8.2205, 7.0469, -0.0669], [-10.0014, 7.4252, -1.7400], [-9.4213, 8.5899, 2.0969], [-9.9138, 9.8474, 1.0565], [-8.1802, 9.3726, 1.3070], [-8.3481, 6.3217, 0.7376], [-8.2538, 6.4989, -1.0082], [-7.2035, 7.4308, 0.0181], [-11.7854, 15.6890, -1.6147], [-12.0522, 14.6557, -2.1990], [-10.5215, 16.1698, -1.5893], [-10.2004, 17.5121, -1.0608], [-9.4205, 15.4531, -2.2095], [-12.4583, 16.3335, -1.0276], [-11.0760, 17.9606, -0.5927], [-9.7957, 18.2263, -1.7793], [-9.3182, 17.3976, -0.4298], [-9.4112, 15.7404, -3.2617], [-8.4881, 15.7094, -1.7076], [-9.6120, 14.3805, -2.2280], [-0.7687, 15.7276, 3.0586], [-0.3141, 15.4665, 4.1465], [-1.9813, 15.2649, 2.6487], [-2.5117, 15.7181, 1.3590], [-2.9319, 14.4256, 3.4245], [-0.3323, 16.3326, 2.2486], [-1.9525, 16.4083, 0.7269], [-3.5028, 16.1484, 1.5039], [-2.6369, 14.8937, 0.6562], [-3.0629, 13.4027, 3.0709], [-2.5797, 14.4058, 4.4557], [-3.9417, 14.8358, 3.4061], [-10.6662, 12.6367, -0.1126], [-11.4500, 11.8367, -0.5818], [-10.7781, 13.2169, 1.1114], [-10.0001, 14.3949, 1.5038], [-11.9100, 12.8463, 1.9963], [-9.7515, 13.0362, -0.5782], [-9.3901, 14.1969, 2.3847], [-10.7308, 15.1710, 1.7378], [-9.4754, 14.8802, 0.6811], [-12.4601, 11.9568, 1.6912], [-11.4885, 12.6128, 2.9746], [-12.6222, 13.6636, 2.1140], [-3.5195, 8.0653, 3.4616], [-2.3090, 8.1430, 3.5215], [-4.3143, 9.0651, 3.0173], [-5.7675, 8.9738, 2.7575], [-3.7435, 10.3676, 2.6074], [-4.0437, 7.1468, 3.7686], [-5.8339, 9.0808, 1.6746], [-6.3134, 9.7329, 3.3171], [-6.2015, 8.0039, 3.0008], [-3.7534, 10.5217, 1.5285], [-4.2981, 11.1547, 3.1191], [-2.7290, 10.5584, 2.9573], [-8.0885, 10.8883, -2.4856], [-9.2567, 10.9360, -2.9686], [-7.1561, 9.9922, -2.9343], [-5.8773, 9.8753, -2.2668], [-7.3315, 9.1413, -4.1164], [-7.7451, 11.4797, -1.6233], [-5.0833, 10.0353, -2.9969], [-5.7545, 8.8825, -1.8316], [-5.7996, 10.5418, -1.4078], [-7.1600, 8.1118, -3.7994], [-8.3028, 9.1494, -4.6095], [-6.5753, 9.3874, -4.8626], [-0.0291, 11.4377, -1.7519], [0.9061, 11.6073, -2.5571], [-0.5939, 12.4709, -1.0964], [-1.7968, 12.2554, -0.3044], [-0.2315, 13.8749, -1.0624], [-0.5745, 10.5022, -1.5550], [-1.9665, 11.2245, 0.0048], [-2.6162, 12.6772, -0.8869], [-1.7220, 12.8603, 0.5997], [-1.1103, 14.4933, -1.2485], [0.0562, 14.1033, -0.0354], [0.5523, 14.2400, -1.7251]],
  "atomic_forces_ev_per_a": [[0.626, 0.969, -1.499], [-0.604, -0.350, 0.464], [0.127, -1.993, 0.576], [0.064, 0.255, 0.663], [-0.130, 1.003, -0.149], [-0.714, -0.101, -0.597], [0.322, 1.307, 1.503], [0.008, 0.596, -1.337], [0.891, -1.152, -0.201], [0.055, 0.384, 0.319], [0.163, -0.489, 0.775], [0.462, -0.190, -0.517], [0.555, -0.303, 0.108], [-0.015, -0.003, -0.483], [0.077, -0.066, 0.340], [0.041, -0.707, -0.355], [-0.302, -0.161, -0.323], [-0.350, -0.108, 0.105], [0.109, -0.132, 0.212], [-0.408, 0.005, 0.146], [-0.111, 0.075, -0.006], [0.017, 0.097, 0.180], [0.037, 0.184, 0.439], [-0.160, 0.302, -0.305], [0.039, -0.110, 0.002], [-0.511, 0.166, 0.210], [-0.112, 0.346, -0.166], [-0.086, 0.589, -0.277], [-0.196, -0.500, 0.272], [-1.642, -0.470, -0.849], [1.183, -0.065, -0.736], [-0.669, 0.938, -0.126], [-0.055, 0.652, 0.031], [0.827, -0.285, 0.168], [0.159, -0.208, -0.019], [0.218, -0.010, 0.249], [-0.073, 0.084, 0.022], [0.379, 0.201, 0.080], [-0.377, 0.019, 0.016], [-0.237, 0.510, 0.136], [0.027, -0.392, -0.142], [-0.320, -0.004, -0.171], [0.109, -0.492, -0.098], [0.180, -0.264, 0.355], [0.826, -0.725, 0.320], [0.131, -0.515, 0.543], [-0.395, 0.128, 0.177], [0.062, 0.491, -0.197], [0.005, 0.342, 0.261], [0.888, -0.783, -0.245], [-0.972, 1.686, 1.421], [-0.211, -0.010, -1.102], [-0.054, 1.234, 0.304], [-0.562, 0.308, -0.323], [-0.764, 0.028, -1.319], [0.422, -1.215, 1.138], [-0.202, -0.202, -0.319], [-0.165, 0.305, -0.029], [-0.036, -0.297, 0.057], [0.496, -0.392, 0.188], [-0.437, -0.243, -0.034], [0.014, 0.362, -0.359], [0.490, -0.382, 0.268], [0.383, -0.306, 0.247], [-0.020, -0.072, -0.391], [0.117, 0.154, 0.484], [0.406, 0.267, 0.045], [-0.033, -0.226, 0.030], [0.064, -0.469, -0.084], [-0.082, 0.059, 0.056], [0.229, 0.135, -0.005], [-0.620, 2.866, -1.551], [0.533, -2.312, 0.887], [1.293, -1.951, -0.203], [0.225, 0.456, 1.231], [-0.683, 0.528, 0.584], [-0.249, -0.268, 0.118], [-0.363, -0.777, 0.003], [0.270, 0.065, -0.671], [0.051, 0.537, -0.573], [-0.056, -0.063, 0.121], [-0.370, 0.238, -0.046], [-0.054, 0.411, 0.051], [0.982, -0.606, -0.562], [-0.716, 0.496, 0.427], [0.534, 1.471, 0.699], [0.455, -0.949, -0.273], [-0.728, 0.065, -0.615], [-0.422, -0.171, -0.131], [0.223, -0.136, 0.284], [-0.495, -0.150, -0.782], [-0.396, 0.020, 0.826], [0.501, 0.119, -0.155], [-0.071, -0.169, -0.051], [0.037, 0.066, 0.335], [-1.637, -0.995, 0.265], [0.923, 0.315, 0.257], [-0.833, 0.176, -1.410], [-0.707, -0.632, -0.558], [0.717, 0.592, 0.428], [0.457, 0.162, 0.303], [0.675, 0.369, 0.905], [-0.037, 0.033, 0.015], [-0.317, -0.386, 0.302], [0.490, 0.013, -0.370], [0.025, -0.053, -0.054], [0.107, 0.377, -0.124], [-0.430, 0.007, -0.189], [0.646, 0.533, 0.386], [-0.889, -0.171, 0.733], [-1.211, 0.015, -0.083], [0.920, 0.137, 0.124], [0.001, -0.354, -0.542], [0.278, 0.162, -0.330], [-0.162, 0.146, 0.507], [0.526, -0.782, -0.069], [0.354, 0.149, -0.575], [-0.091, 0.146, 0.226], [0.001, 0.173, -0.100], [-0.046, 0.355, -0.246], [0.298, -0.103, 0.169], [-0.228, 0.671, 0.082], [1.120, -0.458, -0.241], [0.041, -0.051, 0.643], [-0.295, 0.088, -0.064], [-0.673, 0.416, 0.038], [0.032, 0.152, -0.328], [0.379, -0.142, 0.238], [-0.328, -0.051, 0.004], [-0.448, 0.073, -0.456], [0.121, -0.819, -0.012], [-3.281, -0.971, -1.643], [3.482, 0.447, 1.153], [-0.373, 0.437, -0.085], [-0.131, -0.225, 0.009], [0.208, -0.190, 0.556], [-0.096, 0.060, -0.134], [0.277, 0.131, 0.180], [0.028, -0.335, -0.185], [-0.078, 0.389, -0.293], [0.102, -0.187, -0.061], [-0.101, 0.591, 0.552], [0.128, 0.056, -0.049], [1.443, 2.027, -1.818], [-1.250, -1.025, 1.337], [-0.498, -0.529, 0.705], [-0.034, 0.625, -0.058], [0.323, 0.287, 0.121], [0.396, -0.164, -0.085], [0.076, 0.001, -0.370], [-0.484, -0.357, 0.272], [-0.030, -0.121, 0.180], [-0.205, -0.138, -0.205], [0.207, 0.116, 0.098], [0.027, -0.756, -0.148]],
  "lowdin_charge": [0.6132, -0.3777, -0.3782, -0.3561, -0.3735, -0.0894, -0.2538, -0.1751, -0.2207, -0.0938, -0.2595, -0.0728, 0.0455, 0.0556, 0.0742, 0.1109, 0.0997, 0.1012, 0.0986, 0.0543, 0.0624, 0.0712, 0.0920, 0.0978, 0.0608, 0.0647, 0.0645, -0.0811, -0.2482, -0.1749, -0.2616, -0.0887, -0.2219, -0.0760, 0.0569, 0.0659, 0.0733, 0.1094, 0.0891, 0.1083, 0.1037, 0.0583, 0.0708, 0.0732, 0.0719, 0.0841, 0.0552, 0.0625, 0.0634, -0.0938, -0.2679, -0.1624, -0.2567, -0.0974, -0.2108, -0.0706, 0.0682, 0.0817, 0.0566, 0.0952, 0.0602, 0.1066, 0.0944, 0.0614, 0.0728, 0.0682, 0.0993, 0.0952, 0.0675, 0.0579, 0.0586, -0.3289, 0.0117, -0.1669, -0.0592, -0.0431, 0.1247, 0.0824, 0.0892, 0.0630, 0.0772, 0.0738, 0.0660, -0.3470, 0.0293, -0.1895, -0.0545, -0.0540, 0.1284, 0.0792, 0.0774, 0.0780, 0.0940, 0.0735, 0.0824, -0.3574, 0.0100, -0.1588, -0.0774, -0.0240, 0.1274, 0.0820, 0.0898, 0.0493, 0.0703, 0.0783, 0.0852, -0.3485, 0.0247, -0.1549, -0.0482, -0.0312, 0.1170, 0.0572, 0.0799, 0.0719, 0.0857, 0.0607, 0.0796, -0.3557, -0.0059, -0.1575, -0.0419, -0.0493, 0.1312, 0.0741, 0.0623, 0.0873, 0.0796, 0.0638, 0.0823, -0.2685, -0.0280, -0.1833, -0.0629, -0.0535, 0.1133, 0.0839, 0.0745, 0.0738, 0.0778, 0.0885, 0.0731, -0.3154, -0.0333, -0.1873, -0.0633, -0.0459, 0.1321, 0.0819, 0.0935, 0.0707, 0.0812, 0.0858, 0.0910],
  "e_tot_ha": -3377.48925,
  "charge": -1,
  "orbital_gap_ev": 8.488,
  "e_above_lowest_ev": 1.162,
  "homo_energy_ev": -6.34
}